Arrangement A

C4H12N2O | ωB97M-V with the def2-TZVPD basis set

Output
- lowest unoccupied orbital energy (alpha / beta) (eV) = -3.631 / -9.242
- <S²> = 0.76
- HOMO (alpha / beta) (eV) = -14.10 / -13.99
- 2S+1 = 2
- Kohn-Sham gap (alpha / beta) (eV) = 10.4645 / 4.7435
- charge = +1

Last columns: bonded neighbours and bond lengths (Å).
CARTESIAN COORDINATES (ANGSTROEM)
1 C -1.46 0.68 1.26  O2 1.432, C3 1.542, H8 1.087, H9 1.096
2 O -2.62 0.67 0.42  C1 1.432, H17 0.963
3 C -0.17 0.69 0.42  C1 1.542, C4 1.530, N7 1.481, H10 1.093
4 C -0.14 -0.62 -0.36  C3 1.530, C5 1.607, H11 1.099, H12 1.094
5 C 1.21 -1.18 -1.03  C4 1.607, N6 1.425, H13 1.087, H14 1.087
6 N 2.15 -1.51 -0.01  C5 1.425, H15 1.029, H16 1.021
7 N -0.02 1.96 -0.32  C3 1.481, H18 1.016, H19 1.017
8 H -1.53 1.42 2.06  C1 1.087
9 H -1.49 -0.32 1.72  C1 1.096
10 H 0.75 0.66 1.02  C3 1.093
11 H -0.82 -0.59 -1.21  C4 1.099
12 H -0.58 -1.41 0.27  C4 1.094
13 H 1.55 -0.43 -1.75  C5 1.087
14 H 0.85 -2.06 -1.56  C5 1.087
15 H 1.55 -2.17 0.51  N6 1.029
16 H 2.44 -0.80 0.66  N6 1.021
17 H -2.31 1.01 -0.43  O2 0.963
18 H 0.99 2.04 -0.39  N7 1.016
19 H -0.34 1.94 -1.29  N7 1.017


Arrangement B

C4H12N2O | ωB97M-V with the def2-TZVPD basis set

Output
- lowest unoccupied orbital energy (alpha / beta) (eV) = -3.182 / -8.781
- <S²> = 0.76
- HOMO (alpha / beta) (eV) = -14.65 / -13.97
- 2S+1 = 2
- Kohn-Sham gap (alpha / beta) (eV) = 11.4720 / 5.1918
- charge = +1

Last columns: bonded neighbours and bond lengths (Å).
CARTESIAN COORDINATES (ANGSTROEM)
1 C -1.37 1.05 0.80  O2 1.434, C3 1.485, H8 1.107, H9 1.135
2 O -1.31 2.47 0.66  C1 1.434, H10 0.970
3 C -0.32 0.26 0.09  C1 1.485, C4 1.586, N7 1.519, H11 1.052
4 C -0.28 -1.27 0.51  C3 1.586, C5 1.614, H12 1.116, H13 1.109
5 C 0.92 -2.01 -0.27  C4 1.614, N6 1.512, H14 1.148, H15 1.147
6 N 1.19 -1.48 -1.66  C5 1.512, H16 1.068, H17 1.010
7 N 1.06 0.91 0.09  C3 1.519, H18 1.001, H19 1.016
8 H -1.37 0.84 1.88  C1 1.107
9 H -2.41 0.76 0.45  C1 1.135
10 H -1.96 2.76 0.00  O2 0.970
11 H -0.51 0.41 -0.93  C3 1.052
12 H -0.10 -1.43 1.60  C4 1.116
13 H -1.10 -1.72 -0.08  C4 1.109
14 H 1.94 -2.05 0.26  C5 1.148
15 H 0.65 -3.11 -0.42  C5 1.147
16 H 1.60 -2.24 -2.29  N6 1.068
17 H 2.02 -0.92 -1.60  N6 1.010
18 H 1.17 1.49 0.89  N7 1.001
19 H 1.11 1.30 -0.85  N7 1.016


Arrangement C

C4H12N2O | ωB97M-V with the def2-TZVPD basis set

Output
- lowest unoccupied orbital energy (alpha / beta) (eV) = -3.092 / -7.925
- <S²> = 0.75
- HOMO (alpha / beta) (eV) = -13.78 / -13.76
- 2S+1 = 2
- Kohn-Sham gap (alpha / beta) (eV) = 10.6865 / 5.8349
- charge = +1

Last columns: bonded neighbours and bond lengths (Å).
CARTESIAN COORDINATES (ANGSTROEM)
1 C 0.64 -0.38 -0.91  N2 1.474, C5 1.551, H8 1.090, H9 1.087
2 N 1.19 -0.77 0.41  C1 1.474, C3 1.437, H10 1.030
3 C 1.07 -0.26 1.75  N2 1.437, O4 1.384, H11 1.093, H12 1.100
4 O 1.70 -1.14 2.61  C3 1.384, H13 0.953
5 C -0.82 0.12 -0.87  C1 1.551, C6 1.500, N7 1.477, H14 1.096
6 C -1.09 1.39 -0.12  C5 1.500, H15 1.091, H16 1.087, H17 1.090
7 N -1.31 0.13 -2.27  C5 1.477, H18 1.029, H19 1.029
8 H 1.27 0.40 -1.35  C1 1.090
9 H 0.74 -1.26 -1.55  C1 1.087
10 H 1.16 -1.79 0.40  N2 1.030
11 H 1.59 0.70 1.76  C3 1.093
12 H 0.00 -0.22 2.01  C3 1.100
13 H 2.21 -0.65 3.25  O4 0.953
14 H -1.38 -0.70 -0.42  C5 1.096
15 H -0.66 2.24 -0.65  C6 1.091
16 H -2.16 1.51 0.03  C6 1.087
17 H -0.56 1.39 0.84  C6 1.090
18 H -2.34 0.09 -2.21  N7 1.029
19 H -1.24 -0.79 -2.71  N7 1.029


Energy comparison, zero being the most stable, in eV: arrangement A 0.983; arrangement B 1.182; arrangement C 0.000.


Arrangement A

C5H7NO4S | ωB97M-V with the def2-TZVPD basis set

Output
- lowest unoccupied orbital energy (eV) = 0.109
- HOMO (eV) = -8.24
- Kohn-Sham gap (eV) = 8.3531

Last columns: bonded neighbours and bond lengths (Å).
CARTESIAN COORDINATES (ANGSTROEM)
1 C 0.03 2.28 0.10  C2 1.391, C3 1.338, H12 1.133
2 C -0.17 1.30 1.07  C1 1.391, C4 1.338, H13 1.052
3 C -0.11 2.12 -1.22  C1 1.338, O10 1.382, H14 1.154
4 C 0.26 0.05 0.87  C2 1.338, S11 1.778
5 C 0.37 -0.18 -1.53  N6 1.385, O10 1.378, H15 1.126
6 N -0.17 -1.40 -1.89  C5 1.385, H16 0.980, H18 1.030
7 O -0.58 -2.47 0.75  S11 1.474
8 O -1.35 -1.10 2.68  S11 1.423
9 O 0.95 -1.80 2.53  S11 1.566, H17 0.975
10 O -0.44 0.90 -1.79  C3 1.382, C5 1.378
11 S -0.33 -1.39 1.73  C4 1.778, O7 1.474, O8 1.423, O9 1.566
12 H 0.20 3.37 0.35  C1 1.133
13 H -0.67 1.42 1.98  C2 1.052
14 H -0.03 2.87 -2.09  C3 1.154
15 H 1.47 0.00 -1.72  C5 1.126
16 H 0.24 -2.24 -1.60  N6 0.980
17 H 1.50 -2.30 1.90  O9 0.975
18 H -1.17 -1.41 -2.13  N6 1.030


Arrangement B

C5H7NO4S | ωB97M-V with the def2-TZVPD basis set

Output
- lowest unoccupied orbital energy (eV) = 0.356
- HOMO (eV) = -10.11
- Kohn-Sham gap (eV) = 10.4662
- structure (SMILES) = C[C@@]1(C#[N+][O-])CCS(=O)(=O)O1

Last columns: bonded neighbours and bond lengths (Å).
CARTESIAN COORDINATES (ANGSTROEM)
1 C -1.60 -0.48 -1.16  C2 1.564, H12 1.185, H13 1.044, H14 1.044
2 C -0.30 -0.01 -0.42  C1 1.564, C3 1.483, C6 1.536, O11 1.428
3 C 0.46 0.77 -1.43  C2 1.483, N4 1.162
4 N 0.90 0.91 -2.50  C3 1.162, O5 1.160
5 O 1.36 1.14 -3.54  N4 1.160
6 C -0.49 0.83 0.84  C2 1.536, C7 1.613, H15 1.064, H16 1.156
7 C 0.88 0.61 1.66  C6 1.613, S8 1.847, H17 1.172, H18 1.059
8 S 0.90 -1.21 1.36  C7 1.847, O9 1.444, O10 1.480, O11 1.572
9 O 2.13 -1.94 1.55  S8 1.444
10 O -0.33 -1.73 2.00  S8 1.480
11 O 0.65 -1.05 -0.19  C2 1.428, S8 1.572
12 H -1.22 -0.95 -2.18  C1 1.185
13 H -2.27 0.32 -1.23  C1 1.044
14 H -2.01 -1.22 -0.54  C1 1.044
15 H -0.60 1.85 0.53  C6 1.064
16 H -1.26 0.23 1.47  C6 1.156
17 H 1.85 0.99 1.11  C7 1.172
18 H 0.95 0.94 2.66  C7 1.059


Energy comparison, zero being the most stable, in eV: arrangement A 0.253; arrangement B 0.000.


Arrangement A

C11H14N2O2 | ωB97M-V with the def2-TZVPD basis set

Output
- lowest unoccupied orbital energy (eV) = 0.701
- HOMO (eV) = -9.15
- Kohn-Sham gap (eV) = 9.8473
- structure (SMILES) = C[C@H]1ON(N=O)C[C@@H]1Cc1ccccc1

Last columns: bonded neighbours and bond lengths (Å).
CARTESIAN COORDINATES (ANGSTROEM)
1 C 0.58 1.91 0.65  C2 1.510, H16 1.087, H17 1.087, H18 1.088
2 C 1.29 0.97 -0.30  C1 1.510, O3 1.480, C8 1.550, H19 1.094
3 O 2.75 1.12 -0.10  C2 1.480, N4 1.524
4 N 3.49 -0.20 -0.01  O3 1.524, N5 1.308, C7 1.448
5 N 4.73 -0.56 0.22  N4 1.308, O6 1.207
6 O 5.61 0.21 0.48  N5 1.207
7 C 2.48 -1.17 -0.37  N4 1.448, C8 1.545, H20 1.089, H21 1.098
8 C 1.11 -0.54 -0.03  C2 1.550, C7 1.545, C9 1.532, H22 1.095
9 C -0.03 -1.19 -0.83  C8 1.532, C10 1.504, H23 1.092, H24 1.091
10 C -1.36 -0.67 -0.37  C9 1.504, C11 1.389, C15 1.390
11 C -2.00 0.37 -1.05  C10 1.389, C12 1.384, H25 1.081
12 C -3.20 0.88 -0.59  C11 1.384, C13 1.385, H26 1.080
13 C -3.78 0.36 0.56  C12 1.385, C14 1.385, H27 1.079
14 C -3.16 -0.68 1.24  C13 1.385, C15 1.383, H28 1.079
15 C -1.96 -1.19 0.77  C10 1.390, C14 1.383, H29 1.081
16 H -0.50 1.80 0.54  C1 1.087
17 H 0.86 2.93 0.42  C1 1.087
18 H 0.87 1.69 1.67  C1 1.088
19 H 1.08 1.22 -1.35  C2 1.094
20 H 2.64 -2.11 0.16  C7 1.089
21 H 2.53 -1.37 -1.45  C7 1.098
22 H 0.92 -0.67 1.04  C8 1.095
23 H 0.01 -2.27 -0.68  C9 1.092
24 H 0.11 -0.98 -1.89  C9 1.091
25 H -1.55 0.78 -1.94  C11 1.081
26 H -3.68 1.68 -1.12  C12 1.080
27 H -4.72 0.75 0.92  C13 1.079
28 H -3.61 -1.10 2.12  C14 1.079
29 H -1.47 -1.99 1.30  C15 1.081


Arrangement B

C11H14N2O2 | ωB97M-V with the def2-TZVPD basis set

Output
- lowest unoccupied orbital energy (eV) = 0.519
- HOMO (eV) = -9.14
- Kohn-Sham gap (eV) = 9.6556
- structure (SMILES) = CCC(=O)Cc1c(C)ccnc1O.C#N

Last columns: bonded neighbours and bond lengths (Å).
CARTESIAN COORDINATES (ANGSTROEM)
1 C 2.85 -0.92 -2.44  C2 1.528, H14 1.096, H15 1.101, H16 1.151
2 C 1.70 -1.00 -1.44  C1 1.528, C3 1.504, H17 1.106, H18 1.071
3 C 1.76 0.05 -0.37  C2 1.504, O4 1.183, C5 1.510
4 O 2.66 0.13 0.39  C3 1.183
5 C 0.55 0.96 -0.29  C3 1.510, C6 1.432, H19 1.130, H20 1.041
6 C -0.60 0.27 0.19  C5 1.432, C7 1.395, C12 1.364
7 C -0.69 -0.20 1.50  C6 1.395, C8 1.488, C9 1.466
8 C 0.44 -0.04 2.45  C7 1.488, H21 1.077, H22 1.123, H23 1.082
9 C -1.91 -0.87 1.97  C7 1.466, C10 1.379, H24 1.143
10 C -2.80 -1.13 0.96  C9 1.379, N11 1.322, H25 1.048
11 N -2.73 -0.66 -0.27  C10 1.322, C12 1.312
12 C -1.69 0.07 -0.61  C6 1.364, N11 1.312, O13 1.369
13 O -1.73 0.65 -1.85  C12 1.369, H26 1.030
14 H 2.69 -0.13 -3.19  C1 1.096
15 H 3.04 -1.86 -2.97  C1 1.101
16 H 3.80 -0.69 -1.84  C1 1.151
17 H 0.77 -0.95 -2.04  C2 1.106
18 H 1.82 -1.91 -0.89  C2 1.071
19 H 0.49 1.41 -1.33  C5 1.130
20 H 0.75 1.81 0.28  C5 1.041
21 H 0.20 0.56 3.31  C8 1.077
22 H 1.37 0.47 2.08  C8 1.123
23 H 0.76 -0.92 2.99  C8 1.082
24 H -2.07 -1.20 3.06  C9 1.143
25 H -3.67 -1.70 1.10  C10 1.048
26 H -2.08 0.14 -2.67  O13 1.030
27 C -1.88 2.42 0.75  N28 1.157, H29 1.041
28 N -0.97 3.13 0.72  C27 1.157
29 H -2.82 2.10 0.46  C27 1.041


Energy comparison, zero being the most stable, in eV: arrangement A 2.119; arrangement B 0.000.


Arrangement A

C20H23NO5 | ωB97M-V with the def2-TZVPD basis set

Output
- lowest unoccupied orbital energy (eV) = -0.664
- HOMO (eV) = -9.96
- Kohn-Sham gap (eV) = 9.2982
- structure (SMILES) = O=C1O[C@H](c2cccc([N+](=O)[O-])c2)[C@]2(CCCC2)C(=O)[C@]12CCCCC2

Last columns: bonded neighbours and bond lengths (Å).
CARTESIAN COORDINATES (ANGSTROEM)
1 O -0.91 -1.71 -2.33  C2 1.200
2 C -0.60 -0.92 -1.48  O1 1.200, O3 1.345, C21 1.521
3 O 0.31 0.02 -1.82  C2 1.345, C4 1.427
4 C 0.59 1.12 -0.96  O3 1.427, C5 1.519, C14 1.530, H27 1.100
5 C 1.79 0.78 -0.08  C4 1.519, C6 1.391, C13 1.390
6 C 1.79 0.84 1.31  C5 1.391, C7 1.388, H28 1.077
7 C 2.93 0.50 2.02  C6 1.388, C8 1.381, H29 1.079
8 C 4.08 0.09 1.37  C7 1.381, C9 1.389, H30 1.079
9 C 4.07 0.04 -0.02  C8 1.389, N10 1.446, C13 1.386
10 N 5.27 -0.37 -0.72  C9 1.446, O11 1.211, O12 1.211
11 O 5.25 -0.32 -1.93  N10 1.211
12 O 6.21 -0.74 -0.05  N10 1.211
13 C 2.94 0.38 -0.74  C5 1.390, C9 1.386, H31 1.080
14 C -0.69 1.58 -0.25  C4 1.530, C15 1.542, C18 1.554, C19 1.517
15 C -0.51 2.89 0.53  C14 1.542, C16 1.530, H32 1.092, H33 1.089
16 C -1.37 3.93 -0.18  C15 1.530, C17 1.523, H34 1.091, H35 1.088
17 C -2.52 3.10 -0.76  C16 1.523, C18 1.524, H36 1.091, H37 1.088
18 C -1.80 1.87 -1.30  C14 1.554, C17 1.524, H38 1.089, H39 1.092
19 C -1.17 0.42 0.61  C14 1.517, O20 1.205, C21 1.525
20 O -1.58 0.57 1.73  C19 1.205
21 C -1.13 -0.95 -0.06  C2 1.521, C19 1.525, C22 1.551, C26 1.547
22 C -0.19 -1.85 0.78  C21 1.551, C23 1.524, H40 1.093, H41 1.093
23 C -0.29 -3.32 0.41  C22 1.524, C24 1.523, H42 1.091, H43 1.092
24 C -1.72 -3.81 0.60  C23 1.523, C25 1.523, H44 1.091, H45 1.093
25 C -2.65 -3.01 -0.30  C24 1.523, C26 1.525, H46 1.089, H47 1.092
26 C -2.56 -1.52 0.02  C21 1.547, C25 1.525, H48 1.093, H49 1.093
27 H 0.91 1.91 -1.65  C4 1.100
28 H 0.91 1.13 1.85  C6 1.077
29 H 2.91 0.55 3.10  C7 1.079
30 H 4.98 -0.18 1.91  C8 1.079
31 H 2.97 0.32 -1.82  C13 1.080
32 H -0.89 2.74 1.55  C15 1.092
33 H 0.53 3.20 0.59  C15 1.089
34 H -0.81 4.40 -0.99  C16 1.091
35 H -1.72 4.71 0.49  C16 1.088
36 H -3.20 2.82 0.04  C17 1.091
37 H -3.07 3.63 -1.53  C17 1.088
38 H -2.47 1.03 -1.45  C18 1.089
39 H -1.33 2.10 -2.26  C18 1.092
40 H 0.85 -1.51 0.66  C22 1.093
41 H -0.46 -1.72 1.83  C22 1.093
42 H 0.00 -3.45 -0.64  C23 1.091
43 H 0.40 -3.89 1.03  C23 1.092
44 H -1.78 -4.87 0.35  C24 1.091
45 H -2.01 -3.69 1.65  C24 1.093
46 H -2.39 -3.18 -1.34  C25 1.089
47 H -3.69 -3.33 -0.15  C25 1.092
48 H -2.93 -1.34 1.03  C26 1.093
49 H -3.21 -0.97 -0.68  C26 1.093


Arrangement B

C20H23NO5 | ωB97M-V with the def2-TZVPD basis set

Output
- lowest unoccupied orbital energy (eV) = 0.636
- HOMO (eV) = -8.33
- Kohn-Sham gap (eV) = 8.9678
- structure (SMILES) = COc1ccc(OCCC(=O)OCC(=O)NCCc2ccccc2)cc1

Last columns: bonded neighbours and bond lengths (Å).
CARTESIAN COORDINATES (ANGSTROEM)
1 C 4.87 3.69 0.29  O2 1.407, H27 1.095, H28 1.095, H29 1.089
2 O 4.59 3.05 -0.93  C1 1.407, C3 1.363
3 C 3.32 2.61 -1.16  O2 1.363, C4 1.391, C26 1.393
4 C 2.25 2.74 -0.28  C3 1.391, C5 1.382, H30 1.078
5 C 1.01 2.25 -0.63  C4 1.382, C6 1.390, H31 1.078
6 C 0.80 1.61 -1.84  C5 1.390, O7 1.376, C25 1.390
7 O -0.48 1.15 -2.06  C6 1.376, C8 1.410
8 C -0.82 0.60 -3.31  O7 1.410, C9 1.536, H32 1.096, H33 1.094
9 C -0.41 -0.88 -3.43  C8 1.536, C10 1.516, H34 1.090, H35 1.090
10 C -0.92 -1.66 -2.24  C9 1.516, O11 1.201, O12 1.337
11 O -0.24 -2.36 -1.54  C10 1.201
12 O -2.23 -1.47 -2.06  C10 1.337, C13 1.419
13 C -2.85 -2.09 -0.95  O12 1.419, C14 1.535, H36 1.092, H37 1.097
14 C -2.95 -1.20 0.30  C13 1.535, O15 1.212, N16 1.342
15 O -3.68 -1.51 1.21  C14 1.212
16 N -2.18 -0.09 0.29  C14 1.342, C17 1.443, H38 1.011
17 C -2.00 0.71 1.47  N16 1.443, C18 1.539, H39 1.092, H40 1.094
18 C -0.70 0.34 2.20  C17 1.539, C19 1.503, H41 1.092, H42 1.091
19 C -0.76 -1.09 2.64  C18 1.503, C20 1.389, C24 1.388
20 C -1.36 -1.44 3.84  C19 1.389, C21 1.382, H43 1.081
21 C -1.48 -2.76 4.22  C20 1.382, C22 1.384, H44 1.080
22 C -1.00 -3.76 3.39  C21 1.384, C23 1.383, H45 1.080
23 C -0.40 -3.43 2.19  C22 1.383, C24 1.384, H46 1.080
24 C -0.28 -2.10 1.82  C19 1.388, C23 1.384, H47 1.081
25 C 1.86 1.48 -2.73  C6 1.390, C26 1.381, H48 1.078
26 C 3.11 1.98 -2.39  C3 1.393, C25 1.381, H49 1.078
27 H 4.28 4.60 0.41  C1 1.095
28 H 4.68 3.02 1.14  C1 1.095
29 H 5.92 3.95 0.25  C1 1.089
30 H 2.37 3.23 0.67  C4 1.078
31 H 0.18 2.37 0.05  C5 1.078
32 H -0.40 1.18 -4.13  C8 1.096
33 H -1.91 0.67 -3.35  C8 1.094
34 H 0.67 -0.99 -3.46  C9 1.090
35 H -0.85 -1.29 -4.34  C9 1.090
36 H -3.86 -2.37 -1.25  C13 1.092
37 H -2.29 -2.99 -0.66  C13 1.097
38 H -1.57 0.11 -0.49  N16 1.011
39 H -2.86 0.52 2.12  C17 1.092
40 H -2.00 1.77 1.18  C17 1.094
41 H 0.15 0.49 1.53  C18 1.092
42 H -0.59 1.00 3.06  C18 1.091
43 H -1.75 -0.66 4.49  C20 1.081
44 H -1.96 -3.01 5.15  C21 1.080
45 H -1.11 -4.80 3.68  C22 1.080
46 H -0.02 -4.20 1.54  C23 1.080
47 H 0.20 -1.86 0.88  C24 1.081
48 H 1.75 1.00 -3.69  C25 1.078
49 H 3.94 1.88 -3.07  C26 1.078


Energy comparison, zero being the most stable, in eV: arrangement A 1.982; arrangement B 0.000.